[1]
Below is 2 unconnected molecules or ions with the total composition C10H23N2O at a distorted geometry, with properties calculated with ωB97M-V/def2-TZVPD.

Summary:
Relative energy (zero: lowest compared OMol25 entry of this formula, charge and spin)   674.4 kJ/mol
E_tot   -579.07512 Eh
Orbital gap (spin up / spin down)   5.1 / 9.2 eV
Total charge   +1
Strongest force on any atom   3.780 eV Å⁻¹
Lowest unoccupied orbital energy (spin up / spin down)   -4.00 / -2.40 eV

CARTESIAN COORDINATES (ANGSTROEM)
C1 2.849 -2.038 -0.660
C2 2.753 -0.731 -0.064
C3 -0.455 3.289 -1.579
C4 -0.492 -1.839 -1.116
C5 -1.458 -1.319 1.750
C6 -3.125 -0.808 -0.006
C7 3.877 -0.297 2.001
C8 -0.572 2.148 -0.564
C9 -0.488 0.771 -1.348
C10 -0.664 -0.442 -0.449
N1 -1.818 -0.510 0.488
N2 3.375 0.240 0.690
O1 2.656 -0.729 -1.389
H1 3.784 -2.494 -1.119
H2 1.888 -2.619 -0.657
H3 0.482 3.397 -1.997
H4 -0.715 4.258 -1.135
H5 -1.159 3.121 -2.298
H6 0.536 -1.897 -1.462
H7 -0.820 -2.588 -0.426
H8 -1.157 -2.070 -1.972
H9 -2.208 -0.933 2.487
H10 -1.507 -2.412 1.368
H11 -0.359 -1.214 1.883
H12 -3.336 -0.236 -0.940
H13 -3.039 -1.791 -0.298
H14 -3.935 -0.641 0.721
H15 3.878 -1.419 1.868
H16 4.867 0.082 2.075
H17 3.278 0.066 2.748
H18 0.120 2.223 0.270
H19 -1.559 2.054 -0.134
H20 -1.292 0.844 -2.157
H21 0.365 0.699 -2.033
H22 3.470 1.162 0.311
H23 -1.905 0.395 0.766


[2]
Below is a molecular structure, C4H4CuO at a distorted geometry, with properties calculated with ωB97M-V/def2-TZVPD.

Summary:
Relative energy (zero: lowest compared OMol25 entry of this formula, charge and spin)   311.2 kJ/mol
E_tot   -1870.24981 Eh
Orbital gap (spin up / spin down)   5.4 / 5.0 eV
Spin multiplicity   2
<S²>   0.764
Strongest force on any atom   2.945 eV Å⁻¹
Lowest unoccupied orbital energy (spin up / spin down)   -2.02 / -2.02 eV

CARTESIAN COORDINATES (ANGSTROEM)
C1 -3.083 2.089 -0.073
C2 -2.204 1.256 -0.044
H1 -1.338 0.603 -0.048
H2 -3.908 2.780 -0.075
C3 -4.131 -2.184 0.107
C4 -3.485 -3.362 0.134
O1 -4.024 -4.551 0.188
Cu1 -5.656 -5.816 0.302
H3 -5.164 -1.835 0.098
H4 -2.377 -3.335 0.116


[3]
Below is a single C8H13IN2O molecule at a distorted geometry, with properties calculated with ωB97M-V/def2-TZVPD.

Summary:
Relative energy (zero: lowest compared OMol25 entry of this formula, charge and spin)   335.5 kJ/mol
E_tot   -794.87829 Eh
Orbital gap   7.6 eV
Strongest force on any atom   3.853 eV Å⁻¹
Lowest unoccupied orbital energy   -0.26 eV

CARTESIAN COORDINATES (ANGSTROEM)
C1 -2.006 -1.428 -3.973
C2 -1.387 -0.814 -2.993
C3 -0.523 -1.485 -1.983
O1 -0.803 -0.783 -0.816
N1 0.063 -0.761 0.283
C4 -0.449 0.168 1.254
C5 -0.128 1.679 1.137
C6 1.339 2.019 1.245
C7 2.019 1.090 2.194
C8 1.440 -0.048 2.764
N2 0.088 -0.301 2.687
I1 -0.520 -2.339 2.947
H1 -2.491 -0.890 -4.745
H2 -1.788 -2.470 -3.927
H3 -1.221 0.269 -2.857
H4 0.564 -1.247 -2.195
H5 -0.714 -2.528 -2.071
H6 1.022 -0.503 -0.030
H7 -1.456 0.109 1.245
H8 -0.872 2.231 1.819
H9 -0.469 2.167 0.156
H10 1.440 3.060 1.590
H11 1.806 2.153 0.334
H12 3.063 1.221 2.394
H13 1.982 -0.569 3.542


[4]
Below is 5 unconnected molecules or ions with the total composition C37H84O2, with properties calculated with ωB97M-V/def2-TZVPD.

Summary:
E_tot   -1610.61346 Eh
Orbital gap   10.3 eV
Strongest force on any atom   0.178 eV Å⁻¹
Lowest unoccupied orbital energy   0.75 eV

CARTESIAN COORDINATES (ANGSTROEM)
C1 2.661 2.464 -3.236
C2 3.820 2.761 -2.282
C3 5.134 3.066 -3.003
C4 5.073 4.288 -3.940
C5 6.096 5.368 -3.592
C6 5.720 6.125 -2.317
C7 4.711 7.242 -2.589
C8 4.074 7.857 -1.342
C9 3.323 6.880 -0.432
C10 2.262 6.022 -1.114
O1 1.115 6.754 -1.532
C11 1.094 7.127 -2.893
C12 -0.323 7.579 -3.222
O2 -0.522 7.677 -4.619
C13 -0.157 8.929 -5.154
H1 1.908 1.826 -2.769
H2 3.017 1.946 -4.132
H3 2.153 3.373 -3.566
H4 3.562 3.619 -1.651
H5 3.967 1.922 -1.596
H6 5.425 2.178 -3.574
H7 5.921 3.214 -2.256
H8 5.203 3.979 -4.980
H9 4.069 4.731 -3.892
H10 6.176 6.076 -4.424
H11 7.085 4.913 -3.479
H12 5.305 5.418 -1.588
H13 6.606 6.553 -1.837
H14 3.930 6.873 -3.264
H15 5.224 8.037 -3.141
H16 3.388 8.655 -1.644
H17 4.854 8.354 -0.753
H18 4.033 6.208 0.061
H19 2.825 7.440 0.365
H20 1.902 5.271 -0.406
H21 2.676 5.487 -1.980
H22 1.813 7.928 -3.099
H23 1.338 6.271 -3.537
H24 -1.025 6.839 -2.832
H25 -0.551 8.539 -2.741
H26 -0.742 9.741 -4.704
H27 0.908 9.149 -5.003
H28 -0.357 8.895 -6.224
C14 1.496 -1.126 -1.315
C15 1.999 -1.949 -2.496
C16 1.644 -1.336 -3.851
C17 0.143 -1.185 -4.105
C18 -0.658 -2.477 -3.959
C19 -0.213 -3.586 -4.905
H29 0.408 -1.039 -1.320
H30 1.783 -1.580 -0.365
H31 1.910 -0.115 -1.339
H32 1.596 -2.964 -2.432
H33 3.085 -2.053 -2.428
H34 2.095 -1.937 -4.645
H35 2.109 -0.348 -3.926
H36 -0.002 -0.782 -5.113
H37 -0.270 -0.437 -3.422
H38 -1.715 -2.255 -4.130
H39 -0.590 -2.833 -2.928
H40 -0.269 -3.256 -5.946
H41 -0.843 -4.471 -4.802
H42 0.816 -3.892 -4.711
C20 -4.182 0.552 2.745
C21 -3.142 1.648 2.535
C22 -2.647 1.750 1.093
C23 -2.006 0.470 0.551
C24 -0.839 -0.060 1.381
C25 0.341 0.900 1.468
H43 -3.770 -0.438 2.541
H44 -4.551 0.547 3.772
H45 -5.038 0.695 2.082
H46 -2.295 1.478 3.206
H47 -3.566 2.612 2.828
H48 -1.937 2.578 1.017
H49 -3.490 2.016 0.446
H50 -1.657 0.657 -0.470
H51 -2.766 -0.312 0.470
H52 -0.499 -0.995 0.932
H53 -1.179 -0.316 2.389
H54 0.703 1.151 0.467
H55 1.172 0.454 2.017
H56 0.082 1.834 1.969
C26 -4.273 -5.188 1.881
C27 -2.817 -5.633 1.975
C28 -1.819 -4.500 1.746
C29 -1.921 -3.823 0.379
C30 -1.758 -4.754 -0.821
C31 -0.391 -5.424 -0.888
H57 -4.519 -4.822 0.883
H58 -4.953 -6.010 2.106
H59 -4.479 -4.381 2.589
H60 -2.635 -6.442 1.262
H61 -2.638 -6.063 2.964
H62 -0.804 -4.881 1.893
H63 -1.966 -3.736 2.517
H64 -1.154 -3.045 0.324
H65 -2.881 -3.305 0.298
H66 -1.918 -4.173 -1.732
H67 -2.543 -5.517 -0.813
H68 0.406 -4.675 -0.899
H69 -0.289 -6.031 -1.789
H70 -0.217 -6.076 -0.030
C32 -2.495 -8.793 7.777
C33 -2.139 -7.322 7.957
C34 -3.351 -6.427 8.218
C35 -4.406 -6.440 7.109
C36 -3.877 -6.077 5.723
C37 -3.257 -4.687 5.649
H71 -3.129 -8.950 6.902
H72 -1.601 -9.404 7.648
H73 -3.036 -9.171 8.647
H74 -1.601 -6.967 7.073
H75 -1.442 -7.217 8.792
H76 -3.007 -5.403 8.384
H77 -3.826 -6.740 9.153
H78 -5.202 -5.739 7.380
H79 -4.876 -7.426 7.063
H80 -4.700 -6.142 5.005
H81 -3.142 -6.821 5.401
H82 -3.973 -3.923 5.961
H83 -2.943 -4.452 4.632
H84 -2.378 -4.599 6.291